1.
One molecule with the formula C3H8N2S, computed with wB97M-V/def2-TZVPD.

- HOMO energy: -8.6734 eV
- Structure (SMILES): CS/N=C\CN
- ΔE to the lowest compared entry with this formula, charge and spin: 143.4 kcal per mole

Last column: Mulliken charge in e.
Positions of all 14 atoms, in Å:
C1 -2.889 -0.222 0.164  -0.7170
S1 -1.263 -0.238 -0.658  -0.0071
N1 -0.287 1.181 0.221  -0.4355
C2 0.933 1.174 -0.078  0.1566
C3 1.772 0.008 -0.593  -0.9627
N2 1.956 -1.228 0.167  -0.4876
H1 -3.185 -1.440 -0.115  0.2604
H2 -3.695 0.768 0.007  0.2460
H3 -2.710 -0.535 1.273  0.2620
H4 1.362 2.224 0.229  0.3243
H5 1.599 -0.047 -1.710  0.3283
H6 2.538 0.573 -0.688  0.3554
H7 0.935 -1.299 0.864  0.3642
H8 2.935 -0.919 0.918  0.3127

=====

2.
C4H5NO2 as an isolated structure, computed with wB97M-V/def2-TZVPD.

- HOMO energy: -10.0723 eV
- ΔE to the lowest compared entry with this formula, charge and spin: 22.0 kcal per mole

Last column: Mulliken charge in e.
Positions of all 12 atoms, in Å:
C1 0.070 0.163 -1.177  0.4265
C2 -1.029 0.023 0.547  0.3275
C3 -1.468 0.426 -0.860  -0.4261
C4 1.556 -0.299 0.903  -0.8343
N1 0.360 -0.063 0.119  0.1424
O1 0.649 -0.025 -2.219  -0.5733
O2 -1.586 -0.180 1.593  -0.5497
H1 -2.082 1.428 -0.847  0.2430
H2 -2.042 -0.259 -1.367  0.2765
H3 1.706 -1.431 1.089  0.2462
H4 1.493 0.123 1.841  0.3452
H5 2.373 0.094 0.377  0.3763

=====

3.
A 2-piece molecular cluster, C19H32BBrClN2O5S overall, computed with wB97M-V/def2-TZVPD.

- Total charge: -1
- HOMO energy: -5.4024 eV

Last column: Mulliken charge in e.
Positions of all 62 atoms, in Å:
C1 2.190 0.438 -0.467  -0.4192
C2 2.009 0.217 1.028  -0.7161
C3 0.642 -0.285 1.508  -0.5843
Br1 -0.638 1.197 1.373  -0.1988
C4 0.113 -1.664 1.038  0.4790
C5 1.277 -2.694 1.083  -1.7159
C6 1.643 -3.200 2.481  0.3051
C7 2.796 -4.194 2.382  -1.6293
O1 1.981 -2.156 3.397  -0.5743
O2 -0.829 -2.041 2.012  -1.0531
B1 -1.833 -2.976 1.430  1.5098
C8 -3.336 -2.357 1.569  0.4671
C9 -3.649 -1.345 2.481  -0.2797
C10 -4.952 -0.868 2.590  -0.3308
N1 -5.973 -1.313 1.859  -0.7129
C11 -5.685 -2.275 0.981  -0.2881
C12 -4.418 -2.816 0.804  -0.5429
O3 -1.378 -3.107 0.014  -0.9426
C13 -0.717 -1.932 -0.309  1.7984
S1 0.327 -2.300 -1.798  -0.2703
C14 -1.801 -0.904 -0.747  -1.8950
C15 -1.421 0.107 -1.789  0.0698
O4 -0.656 1.006 -1.751  -0.2496
Cl1 -2.405 -0.094 -3.316  -0.3026
H1 2.154 -0.501 -1.023  0.1003
H2 3.171 0.884 -0.665  0.4644
H3 1.439 1.123 -0.854  -0.2851
H4 2.757 -0.482 1.407  0.3142
H5 2.187 1.164 1.550  0.5006
H6 0.704 -0.416 2.584  0.6401
H7 0.944 -3.564 0.514  0.7655
H8 2.185 -2.340 0.586  0.4657
H9 0.773 -3.717 2.890  0.3189
H10 3.674 -3.700 1.941  0.4029
H11 3.077 -4.551 3.376  0.3847
H12 2.543 -5.036 1.738  0.3723
H13 2.927 -1.995 3.315  0.3383
H14 -1.841 -4.083 1.976  -0.3751
H15 -2.864 -0.920 3.100  0.2770
H16 -5.181 -0.077 3.300  0.3591
H17 -6.519 -2.634 0.382  0.3519
H18 -4.269 -3.596 0.063  0.3458
H19 -0.348 -3.417 -2.085  0.1649
H20 -2.600 -1.518 -1.158  0.8234
H21 -2.210 -0.373 0.116  0.3073
C16 0.603 5.861 -2.198  -1.4051
C17 1.914 5.222 -1.755  0.3402
C18 2.522 4.271 -2.797  -0.7247
O5 1.913 3.003 -2.862  -0.2515
C19 0.750 2.905 -3.661  -0.6363
N2 1.708 4.577 -0.458  -0.6739
H22 -0.218 5.144 -2.164  0.2459
H23 0.345 6.682 -1.529  0.3535
H24 0.675 6.252 -3.215  0.3514
H25 2.645 6.027 -1.615  0.4394
H26 3.560 4.074 -2.514  0.3218
H27 2.533 4.742 -3.791  0.3910
H28 0.834 3.538 -4.553  0.3949
H29 -0.153 3.174 -3.110  0.1626
H30 0.654 1.865 -3.966  0.2241
H31 2.589 4.217 -0.105  0.2939
H32 1.136 3.750 -0.615  0.2120

=====

4.
C2H12F6HfO16S3 as an isolated structure, computed with wB97M-V/def2-TZVPD.

- HOMO energy: -9.8710 eV
- ΔE to the lowest compared entry with this formula, charge and spin: 0.0 kcal per mole

Last column: Mulliken charge in e.
Positions of all 40 atoms, in Å:
Hf1 0.319 0.011 -0.948  2.1540
S1 2.705 -0.215 -2.886  1.1625
O1 1.844 0.973 -2.467  -0.7361
O2 1.928 -1.189 -2.086  -0.8013
O3 2.638 -0.425 -4.311  -0.6640
O4 4.042 -0.065 -2.372  -0.6557
C1 -1.086 -3.248 2.257  0.6370
F1 -0.279 -3.833 1.368  -0.2324
F2 -2.324 -3.338 1.773  -0.2252
F3 -1.044 -3.830 3.432  -0.1908
S2 -0.655 -1.434 2.421  1.1932
O5 -1.772 -0.820 3.095  -0.5751
O6 0.652 -1.351 3.046  -0.8025
O7 -0.599 -1.015 0.994  -0.3410
C2 -0.430 2.937 2.928  0.6731
F4 -1.048 3.908 3.586  -0.2094
F5 0.780 3.361 2.544  -0.2393
F6 -0.285 1.889 3.730  -0.1858
S3 -1.457 2.525 1.399  1.1986
O8 -2.758 2.064 1.846  -0.6590
O9 -1.508 3.808 0.700  -0.7371
O10 -0.652 1.491 0.693  -0.3068
O11 -0.145 -2.267 -1.324  -0.3306
H1 -0.882 -2.881 -1.211  0.2407
H2 0.639 -2.815 -1.495  0.2401
O12 -0.644 -0.281 -3.249  -0.4550
H3 -1.170 -1.061 -3.466  0.2557
H4 -0.340 0.078 -4.097  0.2946
O13 -0.505 2.082 -1.816  -0.4434
H5 -0.273 2.978 -1.526  0.2391
H6 -0.909 2.187 -2.686  0.2422
O14 -2.125 -0.240 -0.978  -0.4470
H7 -2.701 0.243 -1.585  0.2653
H8 -2.696 -0.549 -0.257  0.2398
O15 1.783 -1.221 0.537  -0.2704
H9 2.696 -1.459 0.309  0.2245
H10 1.618 -1.595 1.426  0.2041
O16 1.855 1.415 0.132  -0.5048
H11 2.518 1.814 -0.460  0.3031
H12 2.270 1.368 1.005  0.2453

=====

5.
C22H34BrN5SSiTi as an isolated structure, computed with wB97M-V/def2-TZVPD.

- HOMO energy (alpha / beta): -6.3310 / -6.8840 eV
- Multiplicity: 3
- <S²>: 2.027
- ΔE to the lowest compared entry with this formula, charge and spin: 35.0 kcal per mole

Last column: Mulliken charge in e.
Positions of all 65 atoms, in Å:
Ti1 -1.013 0.120 -1.049  -0.2633
C1 -3.357 1.742 2.202  -1.5467
C2 -2.602 1.610 0.918  0.0392
N1 -2.306 0.441 0.459  1.4529
N2 -3.110 -0.655 0.810  -1.3878
C3 -3.729 -1.116 -0.273  0.5046
N3 -4.562 -2.204 -0.189  -0.4530
S1 -3.449 -0.558 -1.911  -0.4241
C4 -1.986 2.659 0.231  0.6435
C5 -2.136 4.072 0.506  -0.9784
C6 -1.707 4.973 -0.434  -0.4452
C7 -1.129 4.543 -1.699  -0.8779
C8 -0.956 3.196 -1.821  -0.1043
N4 -1.309 2.239 -0.893  0.4317
H1 -3.597 2.815 2.319  0.4276
H2 -2.759 1.382 3.036  0.2343
H3 -4.262 1.161 2.166  0.3641
H4 -5.190 -2.315 0.624  0.2639
H5 -4.972 -2.458 -1.098  0.2220
H6 -2.744 4.369 1.382  0.2178
H7 -1.771 6.008 -0.179  0.4501
H8 -0.872 5.283 -2.492  0.3726
H9 -0.649 2.800 -2.791  0.2750
Br1 -1.229 -6.884 -1.157  -0.1528
C9 -1.233 -4.974 -1.049  0.0769
C10 -0.850 -4.336 -2.203  -0.9664
C11 -0.718 -2.969 -2.216  -0.5204
N5 -0.770 -2.250 -1.078  0.8146
C12 -1.075 -2.848 0.085  0.0749
C13 -1.333 -4.185 0.112  -1.0471
H10 -0.808 -4.905 -3.100  0.4782
H11 -0.504 -2.377 -3.132  0.4378
H12 -1.163 -2.284 1.006  0.3005
H13 -1.637 -4.635 1.016  0.5366
C14 2.468 2.093 -0.702  -1.5089
Si1 1.620 0.398 -0.225  0.5445
C15 2.875 -0.954 -0.833  2.2228
C16 4.329 -0.470 -0.656  -1.6866
C17 2.560 -1.036 -2.346  -1.4282
C18 2.700 -2.322 -0.178  -1.7464
C19 1.402 0.662 1.672  2.7030
C20 0.335 -0.319 2.230  -1.6629
C21 2.719 0.390 2.448  -1.9537
C22 1.028 2.129 1.931  -2.0742
H14 3.324 2.442 -0.110  0.3336
H15 1.674 2.766 -0.397  0.3544
H16 2.636 2.161 -1.732  0.4287
H17 4.441 0.506 -1.115  0.3278
H18 5.052 -1.216 -1.039  0.5523
H19 4.577 -0.414 0.454  0.2815
H20 2.749 -0.031 -2.853  0.2796
H21 1.514 -1.391 -2.598  -0.0162
H22 3.237 -1.676 -3.024  0.3338
H23 2.387 -2.332 0.812  0.3062
H24 3.619 -2.829 -0.159  0.5139
H25 2.074 -2.916 -0.855  0.2859
H26 0.540 -1.354 1.937  0.0524
H27 -0.700 0.007 1.982  0.2454
H28 0.432 -0.250 3.348  0.5535
H29 2.919 -0.671 2.331  0.4135
H30 2.551 0.703 3.480  0.5491
H31 3.570 0.863 1.959  0.3465
H32 0.369 2.623 1.215  0.1661
H33 1.930 2.762 1.974  0.4164
H34 0.558 2.216 2.940  0.4148

=====

6.
C18H45BrCrN3O6 as an isolated structure, computed with wB97M-V/def2-TZVPD.

- Total charge: +2
- HOMO energy (alpha / beta): -11.9948 / -11.9947 eV
- Multiplicity: 6
- <S²>: 8.788

Last column: Mulliken charge in e.
Positions of all 74 atoms, in Å:
Cr1 -1.316 2.790 -0.706  0.7826
Br1 -0.125 0.475 -0.385  -0.4041
C1 -3.126 1.290 1.846  -0.6495
O1 -2.295 2.307 1.420  -0.0604
C2 -1.992 3.325 2.472  -0.6350
C3 -1.269 4.613 1.783  -0.4393
N1 -0.213 4.150 0.837  -0.0734
C4 0.936 3.537 1.548  0.0980
C5 2.222 4.343 1.371  -0.5627
O2 2.009 5.768 1.534  -0.4906
C6 1.774 6.115 2.961  -0.7298
H1 -3.215 0.595 1.011  0.0777
H2 -4.129 1.661 2.053  0.3789
H3 -2.716 0.804 2.731  0.3503
H4 -1.306 2.927 3.220  0.3801
H5 -2.850 3.698 3.031  0.4864
H6 -1.015 5.283 2.605  0.0968
H7 -2.007 5.201 1.238  0.4212
H8 0.264 5.005 0.588  0.3102
H9 0.984 2.617 0.966  -0.2301
H10 0.658 3.237 2.558  0.2381
H11 2.482 4.294 0.314  0.3155
H12 3.025 3.956 1.999  0.5589
H13 2.364 7.006 3.177  0.3247
H14 2.077 5.277 3.589  0.3292
H15 0.758 6.288 3.316  0.2248
C7 -1.179 -3.267 -0.309  -0.6131
O3 -2.311 -4.016 0.240  -0.4184
C8 -3.380 -3.210 0.685  -0.6212
C9 -4.059 -2.471 -0.511  -0.7665
N2 -4.586 -3.162 -1.716  -0.3011
C10 -5.858 -3.724 -1.394  -0.6286
C11 -5.833 -5.128 -0.853  -0.3046
O4 -7.224 -5.483 -0.603  -0.3825
C12 -7.743 -6.660 -1.286  -0.7304
H16 -0.357 -3.978 -0.224  0.3038
H17 -1.015 -2.291 0.147  0.1636
H18 -1.334 -2.917 -1.329  0.3084
H19 -2.874 -2.500 1.338  0.3540
H20 -4.126 -3.749 1.270  0.4392
H21 -3.297 -1.838 -0.965  0.2283
H22 -4.833 -1.756 -0.232  0.5044
H23 -3.915 -3.905 -1.844  0.3329
H24 -6.479 -3.771 -2.289  0.3488
H25 -6.477 -2.966 -0.914  0.3243
H26 -5.222 -5.198 0.047  0.1961
H27 -5.420 -5.829 -1.578  0.3596
H28 -7.245 -7.577 -0.973  0.3183
H29 -7.575 -6.653 -2.363  0.3163
H30 -8.792 -6.794 -1.022  0.2597
C13 5.423 -0.894 -4.947  -0.7452
O5 5.003 -0.253 -3.728  -0.2867
C14 3.756 -0.757 -3.325  -0.8387
C15 3.323 0.077 -2.119  -0.2824
N3 4.441 0.225 -1.113  0.1621
C16 4.123 1.083 0.043  -0.5513
C17 5.182 1.136 1.245  -0.6339
O6 6.568 1.088 0.696  -0.3282
C18 7.567 0.438 1.554  -0.7213
H31 6.406 -0.480 -5.169  0.2539
H32 4.618 -0.795 -5.676  0.3189
H33 5.592 -1.958 -4.781  0.3416
H34 3.936 -1.824 -3.198  0.4071
H35 2.968 -0.745 -4.079  0.4382
H36 2.370 -0.330 -1.781  0.1465
H37 2.945 1.048 -2.438  0.4440
H38 4.523 -0.687 -0.686  0.3558
H39 3.132 0.855 0.434  0.3434
H40 3.958 2.096 -0.324  0.4139
H41 5.010 0.219 1.808  0.4175
H42 4.848 2.002 1.817  0.3469
H43 7.327 -0.618 1.675  0.3256
H44 7.557 0.886 2.548  0.3131
H45 8.578 0.466 1.148  0.2692

=====

7.
One molecule with the formula C13H10O2, computed with wB97M-V/def2-TZVPD.

- HOMO energy (alpha / beta): -7.4829 / -7.4924 eV
- Structure (SMILES): O=C1C=CC[C@@H](O)C1=C1c2ccccc21
- ΔE to the lowest compared entry with this formula, charge and spin: 114.3 kcal per mole

Last column: Mulliken charge in e.
Positions of all 25 atoms, in Å:
O1 0.971 -2.523 -0.224  -0.7227
C1 1.592 -1.416 -0.029  1.0394
C2 3.048 -1.321 -0.107  -0.4142
C3 3.781 -0.264 0.256  -0.4734
C4 2.988 0.998 0.789  -0.7326
C5 1.717 1.139 -0.067  -0.2974
O2 1.889 1.393 -1.413  -0.5446
C6 0.928 -0.143 0.114  -0.2143
C7 -0.734 -0.043 0.105  0.2183
C8 -1.865 0.726 0.132  0.3496
C9 -3.084 1.421 0.149  -0.8675
C10 -4.212 0.613 0.102  -0.2725
C11 -4.155 -0.775 -0.115  -0.2580
C12 -2.954 -1.530 -0.201  -0.8238
C13 -1.907 -0.744 -0.021  0.4506
H1 3.558 -2.318 -0.419  0.2805
H2 4.864 -0.329 0.338  0.3879
H3 2.648 0.764 1.879  0.2707
H4 3.649 1.896 0.846  0.3769
H5 1.147 2.082 0.177  0.3989
H6 2.203 0.605 -1.860  0.4204
H7 -3.092 2.508 0.255  0.3796
H8 -5.206 1.192 0.077  0.2791
H9 -5.068 -1.397 -0.250  0.3419
H10 -2.705 -2.536 -0.514  0.4271

=====

8.
An isolated ion of composition C4H10NS2 and charge +1, computed with wB97M-V/def2-TZVPD.

- Total charge: +1
- HOMO energy: -13.1256 eV
- Structure (SMILES): C[C@@H]([NH3+])C(=S)CS
- ΔE to the lowest compared entry with this formula, charge and spin: 42.9 kcal per mole

Last column: Mulliken charge in e.
Positions of all 17 atoms, in Å:
C1 -1.465 -0.656 0.467  -1.2610
C2 -0.592 0.044 -0.588  -0.1454
N1 -1.191 1.345 -1.023  -0.2564
C3 0.838 0.618 0.376  0.2659
S1 0.837 2.278 0.529  -0.3065
C4 1.748 -0.356 0.877  -0.6252
S2 2.190 -1.415 -0.733  -0.1598
H1 -1.947 0.099 1.261  0.3671
H2 -0.929 -1.296 1.240  0.3427
H3 -2.030 -1.376 -0.043  0.3957
H4 -0.450 -0.497 -1.503  0.5363
H5 -2.185 1.273 -0.948  0.3525
H6 -1.009 1.497 -2.082  0.3726
H7 -0.770 2.165 -0.484  0.1851
H8 2.698 -0.046 1.287  0.4338
H9 1.324 -1.220 1.412  0.2899
H10 2.933 -2.456 -0.044  0.2126